# C3H22O8

A 8-piece molecular cluster, C3H22O8 overall at a distorted geometry (wB97M-V/def2-TZVPD, the OMol25 dataset).

Last column: Löwdin charge in e.
Positions of all 33 atoms, in Å:
C: -2.01147 -2.63198 -2.30614  -0.09
C: -0.89571 -1.99865 -1.50469  -0.31
O: 0.38904 -2.10005 -2.13912  -0.09
H: -1.82214 -2.57386 -3.38252  0.08
H: -2.93163 -2.06141 -2.15447  0.06
H: -2.19987 -3.68481 -2.10655  0.07
H: -0.82658 -2.53559 -0.55519  0.11
H: -1.07438 -0.94040 -1.31984  0.09
H: 0.69764 -1.19049 -2.25620  0.03
C: 3.00092 -1.20447 0.45113  -0.13
O: 1.86713 -0.77183 1.21311  -0.14
H: 3.32299 -2.16165 0.86050  0.08
H: 2.83635 -1.22788 -0.62294  0.07
H: 3.81785 -0.49746 0.62315  0.08
H: 1.12292 -0.72925 0.60078  0.05
O: -1.52201 0.13351 2.65094  -0.06
H: -0.71787 0.64791 2.86431  0.01
H: -1.61190 -0.50224 3.36631  0.05
O: 0.83053 3.91122 1.84779  -0.07
H: 1.08416 3.31300 2.56387  0.00
H: 0.57495 3.31181 1.13697  0.00
O: -2.77053 1.87200 -1.89581  -0.04
H: -2.23014 1.98874 -2.68774  0.06
H: -3.18420 1.00705 -2.00534  0.05
O: 0.99795 1.33019 3.28596  -0.05
H: 1.48926 0.76400 2.66437  0.04
H: 1.64417 1.60494 3.94741  0.07
O: 1.14152 0.63283 -1.61671  -0.07
H: 0.49669 0.75707 -0.87365  0.00
H: 1.74225 1.38206 -1.55493  0.06
O: -0.69648 1.36674 0.23929  -0.06
H: -1.19340 1.03351 1.01384  0.03
H: -1.36797 1.75544 -0.34788  0.04

Results
LUMO	0.255	eV
SMILES string	CCO.CO.O.O.O.O.O.O
frontier orbital gap	10.2724	eV
E	-19848.022	eV
energy above the lowest of the compared OMol25 structures with the same formula, charge and spin	83.2	kJ/mol
molecular weight	186.20	Da